1.
Here is C19H23N3O2 as an isolated structure in a non-equilibrium geometry from OMol25. Energies are from wB97M-V/def2-TZVPD.

Last column: Mulliken charge in e.
Atoms and positions in Å:
C 1.3813 -0.7161 4.4753  -0.99
H 2.3062 -1.3282 4.0660  0.33
O 0.9889 0.0894 3.5116  -0.31
C 1.9140 1.2942 3.3006  0.71
C 3.3230 1.4645 3.7795  -0.47
C 3.9571 2.6884 3.6663  -0.33
C 3.4394 3.7774 2.8271  -0.99
C 2.3215 3.3327 2.2395  -0.06
C 1.5246 2.2606 2.5385  0.67
C 0.0739 2.1560 1.8055  -1.44
N -0.0348 0.9027 1.1793  -0.14
C 0.5355 1.0385 -0.1855  0.25
O 0.7608 2.2281 -1.0002  -0.75
N 0.5042 -0.1105 -0.9267  0.26
C 0.2648 -1.4153 -0.4828  -0.49
H 0.8286 -1.5838 0.3537  0.69
C 0.0567 -2.2373 -1.7326  -1.07
N -0.7583 -1.7313 -2.6763  0.44
C -2.1306 -2.2656 -2.8112  0.77
C -2.8606 -1.6237 -3.8652  -0.66
C -4.0145 -2.0004 -4.1111  -0.29
C -4.8899 -2.6094 -2.9932  -0.63
C -4.2168 -3.1707 -1.9477  -0.65
C -2.9149 -2.7402 -1.7373  -0.06
H -2.2040 -3.4463 -0.8751  -0.02
H -4.7154 -3.7615 -1.3331  0.54
H -5.7988 -2.8137 -3.4513  0.37
H -4.6618 -1.7632 -4.9324  0.38
H -2.2770 -1.0026 -4.6572  0.18
C -0.2784 -0.5421 -3.2829  -0.87
H -1.0303 0.0349 -3.2376  0.98
C 1.0354 -0.0743 -2.4082  -1.43
H 1.8011 -0.6022 -2.5441  0.80
H 1.1501 1.1000 -2.7171  0.29
H 0.1981 -0.7062 -4.2876  0.15
H -0.4709 -3.4240 -1.1323  0.17
H 1.1781 -2.6929 -2.0438  0.09
H -1.0373 -1.1024 0.0887  0.25
H 0.1611 0.1117 1.5228  0.50
H -0.2033 3.0543 1.4438  0.76
H -0.8324 2.1374 2.5647  0.28
H 1.7294 4.3302 1.7535  0.09
H 4.1255 4.5086 2.6444  0.47
H 4.9606 2.8012 4.0826  0.34
H 3.6448 0.6697 4.7222  0.16
H 0.5935 -1.4975 4.3711  0.27
H 1.5785 -0.2620 5.3657  0.43

Results
2S+1: 1
charge: 0
HOMO energy: -0.28915 hartree
frontier orbital gap: 0.3090 Ha

2.
Here is C19H23N3O2PdS2Te as an isolated structure from OMol25. Energies are from wB97M-V/def2-TZVPD.

Last column: Mulliken charge in e.
Atoms and positions in Å:
Pd -1.3166 -0.0766 0.3018  0.51
N -1.3011 -0.6795 2.4966  -0.34
C -2.2401 -1.8285 2.5404  -0.29
C -2.3758 -2.4508 1.1571  0.60
O -3.3238 -3.1361 0.8693  -0.60
O -1.3810 -2.1603 0.3383  -0.79
H -0.3502 -1.0040 2.6341  0.22
H -1.5027 -0.0022 3.2222  0.23
H -3.2180 -1.5005 2.8843  0.31
H -1.8829 -2.6089 3.2143  0.34
C -0.8896 -2.1662 -2.7263  -1.06
C -1.8057 -1.0142 -2.8342  0.42
N -2.0960 -0.1975 -1.8686  0.59
C -3.0501 0.7185 -2.2252  0.18
C -3.4847 0.5988 -3.5663  -0.52
S -2.7035 -0.6616 -4.3163  -0.03
C -3.5059 1.6240 -1.2468  -0.04
C -4.5138 2.5846 -1.3856  -0.50
S -4.7717 3.3675 0.0670  -0.04
C -3.5243 2.3994 0.8304  0.36
N -2.9637 1.5515 0.0248  0.38
C -3.1942 2.5615 2.2678  -1.01
H -0.1465 -1.9734 -1.9545  0.13
H -0.4203 -2.4085 -3.6784  0.52
H -1.4689 -3.0331 -2.3893  0.31
H -4.2228 1.1939 -4.0831  0.41
H -5.0889 2.8236 -2.2673  0.41
H -3.3966 3.5722 2.6177  0.48
H -2.1426 2.3262 2.4232  0.13
H -3.8063 1.8749 2.8585  0.29
C 6.3014 -1.1221 0.5422  -1.46
C 4.9209 -0.5665 0.3467  0.52
C 4.4518 -0.2344 -0.9218  -0.86
C 3.1983 0.3201 -1.1191  0.44
C 2.7246 0.6001 -2.5208  -1.76
C 2.3937 0.5320 0.0117  0.60
Te 0.6237 1.5909 -0.2381  0.19
C 2.8140 0.1769 1.3028  1.08
C 1.9789 0.3690 2.5429  -1.37
C 4.0816 -0.3677 1.4374  -0.61
H 6.8112 -1.2771 -0.4057  0.37
H 6.2655 -2.0717 1.0771  0.37
H 6.9006 -0.4377 1.1448  0.36
H 5.0852 -0.4134 -1.7827  0.36
H 3.5644 0.6902 -3.2063  0.40
H 2.1473 1.5268 -2.5924  0.43
H 2.0918 -0.2176 -2.8765  0.26
H 0.9458 0.6383 2.3132  -0.16
H 2.3911 1.1549 3.1773  0.39
H 1.9670 -0.5492 3.1319  0.44
H 4.4293 -0.6364 2.4292  0.47

Results
2S+1: 5
charge: +2
HOMO energy (alpha / beta): -0.50319 / -0.51605 hartree
frontier orbital gap (alpha / beta): 0.2380 / 0.1438 Ha

3.
Here is one molecule with the formula C19H23N3O2S2 from OMol25. Energies are from wB97M-V/def2-TZVPD.

Last column: Mulliken charge in e.
Atoms and positions in Å:
C 1.3095 4.1451 -5.3734  -0.68
O 0.7439 2.8869 -5.0434  -0.33
C 1.1257 2.3627 -3.8689  1.02
O 1.9024 2.9096 -3.1081  -0.69
C 0.5230 1.0778 -3.6113  0.46
S -0.5201 0.2921 -4.7525  -0.17
C -0.6433 -1.0752 -3.7273  -0.48
C 0.0638 -0.9526 -2.5745  -0.57
C 0.7429 0.2913 -2.4861  -0.44
N 1.5624 0.7070 -1.4724  -0.03
C 1.8681 0.0570 -0.2983  0.19
S 3.4265 0.1266 0.2465  -0.32
N 0.8810 -0.6145 0.3392  0.16
C 1.1919 -1.4044 1.5125  -1.50
C 0.9872 -0.5752 2.7886  -0.51
N -0.3706 -0.0785 2.8694  0.15
C -1.3250 -0.8550 3.5473  1.03
C -2.4491 -1.3755 2.9092  -0.32
C -3.4020 -2.1211 3.5871  0.34
C -4.5827 -2.6851 2.8544  -1.55
C -3.2196 -2.3582 4.9408  -0.81
C -2.1277 -1.8177 5.5942  -0.66
C -1.1815 -1.0527 4.9304  0.67
C -0.0746 -0.4144 5.7174  -1.87
C -0.7353 0.6385 1.6744  -1.66
C -0.4896 -0.1435 0.3642  -0.31
H 1.0432 4.8905 -4.6209  0.30
H 2.3979 4.0708 -5.4233  0.30
H 0.8993 4.4154 -6.3427  0.22
H -1.2344 -1.9136 -4.0390  0.47
H 0.1339 -1.7234 -1.8303  0.48
H 2.1742 1.4823 -1.7287  0.31
H 2.2258 -1.7434 1.4452  0.61
H 0.5190 -2.2684 1.5228  0.36
H 1.2122 -1.1938 3.6534  0.46
H 1.6766 0.2757 2.7657  0.27
H -2.6011 -1.2007 1.8545  0.23
H -4.3200 -3.6411 2.3993  0.30
H -4.9070 -2.0137 2.0618  0.37
H -5.4141 -2.8542 3.5343  0.40
H -3.9410 -2.9465 5.4885  0.38
H -2.0157 -1.9743 6.6579  0.43
H -0.4376 -0.1451 6.7073  0.50
H 0.7659 -1.0964 5.8522  0.31
H 0.2826 0.4819 5.2176  0.37
H -1.7810 0.9424 1.7361  0.56
H -0.1140 1.5432 1.6374  0.45
H -0.6904 0.5122 -0.4815  0.44
H -1.1499 -1.0139 0.3020  0.34

Results
SMILES: COC(=O)c1sccc1NC(=S)N1CCN(c2cc(C)ccc2C)CC1
2S+1: 1
charge: 0
HOMO energy: -0.28499 hartree
frontier orbital gap: 0.2909 Ha

Q: Which relative energy (zero: lowest compared OMol25 entry of this formula, charge and spin) values were calculated for the entries above? A: 391.8 20.4 33.0, in kcal/mol.
Q: Which total energy values were calculated for the entries above? A: -1052.00851 -2244.22148 -1848.95875, in Eh.